# 1
A cluster of 7 separate species, C10H33N4O7 in total, computed with ωB97M-V/def2-TZVPD.

Atoms and positions in Å:
O: 0.10329 0.35633 0.50927
H: 0.87604 0.29657 1.07561
C: 2.67606 -1.84051 1.87334
C: 2.30045 -2.05382 0.40833
O: 2.85299 -1.04025 -0.39450
H: 2.16796 -0.99844 2.43660
H: 3.75988 -1.61843 1.99777
H: 2.43312 -2.76113 2.37992
H: 1.20539 -2.12614 0.27579
H: 2.72862 -3.03679 0.15192
H: 2.22898 -0.37282 -0.71012
C: 0.05904 1.54073 3.51368
C: 0.10344 2.88419 2.87300
O: -0.60995 2.87551 1.64707
H: 0.37220 1.51649 4.60776
H: 0.76846 0.85992 2.98746
H: -0.94605 1.14207 3.37202
H: 1.16130 3.12334 2.60474
H: -0.26291 3.69761 3.48687
H: -0.25880 2.06986 1.15343
C: 1.20796 3.47564 -2.73250
C: 1.13413 2.66168 -1.54129
O: 1.09051 1.28048 -1.77639
H: 0.25821 3.32061 -3.25956
H: 2.00792 3.02025 -3.28579
H: 1.26984 4.54064 -2.61528
H: 0.28666 2.90250 -0.88144
H: 2.03617 2.86680 -0.92149
H: 0.90587 0.91359 -0.84068
C: -2.84768 -2.94358 1.14404
C: -1.43994 -2.41918 1.18994
O: -1.27330 -1.72557 0.04296
H: -3.02375 -3.41995 2.14573
H: -2.87841 -3.63417 0.29065
H: -3.55642 -2.13420 0.99463
H: -0.70672 -3.32963 1.16226
H: -1.34036 -1.76106 2.06483
H: -0.63037 -0.88005 0.23342
C: -3.80937 0.76581 0.15660
O: -4.77880 1.51183 0.04462
N: -3.61194 -0.27112 -0.70036
N: -2.86799 0.90620 1.15056
H: -4.30935 -0.30218 -1.46160
H: -2.75892 -0.82277 -0.78513
H: -2.68844 1.82478 1.61111
H: -2.06599 0.30141 1.16726
C: 1.32340 -1.72101 -4.00125
O: 1.10986 -2.33444 -5.01763
N: 0.67607 -2.00457 -2.84832
N: 2.22084 -0.68652 -3.93364
H: 0.68390 -1.44567 -2.02413
H: -0.19940 -2.54535 -2.95839
H: 2.89899 -0.55248 -4.65230
H: 1.95732 0.12699 -3.41140

Summary:
Calculated total energy = -31201.2029 eV
Relative energy (zero: lowest compared OMol25 entry of this formula, charge and spin) = 13.94 kJ/mol
HOMO energy = -6.55 eV
Net charge = -1

=====

# 2
A cluster of 4 separate species, C36H76FN2O10 in total, computed with ωB97M-V/def2-TZVPD.

Atoms and positions in Å:
C: -0.45028 4.49048 4.33594
C: 0.85827 4.52148 3.31676
C: 0.27932 4.25902 1.77138
O: 1.34653 3.67049 0.94801
C: 1.41507 2.20675 1.07698
C: 0.75860 1.15587 2.14923
F: -0.12112 1.49750 3.29359
N: 1.13752 -0.28104 1.82302
C: 0.72000 -1.57258 2.52362
O: -0.69437 -1.41890 2.89783
C: -1.58285 -1.35305 1.72752
C: -2.76629 -0.18771 1.91457
O: -2.38232 1.12310 1.36108
C: -2.33798 1.10652 -0.11572
C: -2.67202 2.59007 -0.79536
O: -1.51487 3.50013 -0.79601
C: -1.90268 4.89266 -1.08598
C: -2.75392 5.09000 -2.47952
C: 2.03321 -0.29383 0.58882
O: 2.64274 -1.45217 -0.06805
C: 3.85374 -1.93667 0.58895
C: 4.50252 -0.98740 1.74156
O: 3.85858 -1.12626 3.08981
C: 4.59298 -2.08975 3.92406
C: 3.56822 -2.69403 5.09583
N: 2.15415 1.18835 0.19109
C: 2.96401 1.55285 -1.06032
C: 1.82830 1.92560 -2.22488
C: 0.92684 0.63376 -2.69322
C: -0.44574 1.06939 -3.54097
C: -1.53861 -0.17189 -3.48171
C: -2.83222 0.02591 -4.47765
O: -3.79963 1.04424 -4.04037
C: -4.77085 0.51083 -3.06883
H: -0.94888 5.55678 4.43351
H: -1.29740 3.76934 3.91278
H: -0.05632 4.07978 5.38066
H: 1.61874 3.65323 3.57394
H: 1.40139 5.56370 3.31646
H: -0.12224 5.28830 1.33342
H: -0.66840 3.53825 1.80738
H: 1.36316 -1.81158 3.48800
H: 0.79939 -2.42348 1.69571
H: -2.17940 -2.38669 1.71096
H: -1.04323 -1.27320 0.69291
H: -2.91132 -0.06487 3.07780
H: -3.78720 -0.60299 1.47919
H: -3.16914 0.36635 -0.53346
H: -1.30930 0.73946 -0.54869
H: -2.92357 2.35094 -1.93405
H: -3.66195 3.07237 -0.35152
H: -0.89450 5.50209 -1.21883
H: -2.51331 5.40859 -0.22265
H: -2.61245 6.17053 -2.91471
H: -2.34803 4.34345 -3.31283
H: -3.91269 4.90556 -2.34443
H: 4.67813 -2.05482 -0.26684
H: 3.69960 -3.04772 0.99908
H: 5.61626 -1.38225 1.91636
H: 4.64402 0.15440 1.43227
H: 5.02324 -3.01715 3.35490
H: 5.48664 -1.56946 4.50543
H: 4.11808 -2.88518 6.12153
H: 2.67322 -1.94813 5.27358
H: 3.11417 -3.70124 4.68039
H: 3.72204 2.42839 -0.87256
H: 3.59313 0.59653 -1.38418
H: 1.17977 2.81095 -1.76547
H: 2.45967 2.35079 -3.14422
H: 0.53364 0.07617 -1.73158
H: 1.63831 -0.04692 -3.36375
H: -0.09819 1.16326 -4.67617
H: -0.86638 2.09865 -3.17616
H: -1.86094 -0.45106 -2.38021
H: -0.95595 -1.13264 -3.88524
H: -2.45598 0.35958 -5.55801
H: -3.36706 -1.01609 -4.56075
H: -4.75307 1.07100 -2.01908
H: -5.86377 0.66521 -3.50080
H: -4.64659 -0.63395 -2.83286
C: -3.92964 -6.23045 -4.78068
C: -3.60789 -5.41739 -3.53697
O: -4.03983 -4.06110 -3.61780
C: -5.43882 -3.85045 -3.79468
C: -6.28384 -4.42659 -2.67138
H: -3.47764 -5.76948 -5.66719
H: -3.54589 -7.25083 -4.67923
H: -5.00440 -6.29556 -4.95876
H: -2.52164 -5.39324 -3.40548
H: -4.01605 -5.89114 -2.63955
H: -5.75818 -4.23713 -4.76827
H: -5.58958 -2.76639 -3.82874
H: -6.17753 -5.51119 -2.59377
H: -7.34234 -4.20337 -2.83812
H: -5.98294 -3.99902 -1.70857
C: 1.62562 5.38505 -6.59964
C: 2.21574 4.61709 -5.42773
O: 3.46585 3.99956 -5.72529
C: 4.52620 4.86946 -6.11485
C: 4.88159 5.90080 -5.05757
H: 1.49416 4.72315 -7.46411
H: 0.65287 5.80765 -6.32778
H: 2.26969 6.20818 -6.91380
H: 1.52620 3.81280 -5.15303
H: 2.31050 5.25608 -4.54505
H: 4.28903 5.34840 -7.07075
H: 5.40008 4.23498 -6.29610
H: 4.04501 6.56882 -4.83948
H: 5.72383 6.51457 -5.39218
H: 5.15861 5.40703 -4.11959
C: 1.25263 -7.02815 7.09883
C: 2.33835 -6.30258 7.87738
O: 2.33085 -4.89053 7.68065
C: 1.14040 -4.20361 8.05987
C: 0.79475 -4.35971 9.53091
H: 1.34777 -6.82187 6.02593
H: 1.32640 -8.10885 7.25815
H: 0.25288 -6.71451 7.40409
H: 3.31406 -6.66164 7.53552
H: 2.28124 -6.53577 8.94451
H: 0.30616 -4.51486 7.42227
H: 1.31114 -3.14283 7.84857
H: 0.60713 -5.40206 9.79921
H: -0.10298 -3.78280 9.77448
H: 1.62032 -4.00450 10.15750

Summary:
Calculated total energy = -64712.0851 eV
HOMO energy = -11.29 eV
Net charge = +1

=====

# 3
A structure of composition C18H37BBr2F3NNbO8P2S, computed with ωB97M-V/def2-TZVPD.

Atoms and positions in Å:
C: 2.56243 2.23730 2.11219
O: 2.77697 2.24553 0.71314
C: 1.58665 1.99260 -0.03523
C: 1.38364 0.50195 -0.30782
C: 0.29422 -0.17269 0.55863
C: -1.11761 0.26474 0.11602
Nb: -2.87283 -0.22772 1.45276
C: -4.52639 -0.97220 2.89742
C: -5.16406 -2.27036 2.42891
C: -6.03342 -3.02184 3.44328
F: -5.94087 -4.34117 3.16752
Br: -7.92430 -2.57291 3.29448
C: -5.65194 -2.91482 4.92784
F: -6.41023 -3.77175 5.60990
F: -5.88170 -1.74562 5.43157
Br: -3.82947 -3.49209 5.26079
C: -4.00404 1.68716 1.00357
B: -3.25326 3.00999 1.33488
O: -3.66208 3.80013 2.39709
O: -2.19418 3.52081 0.62368
P: -1.66226 -2.50856 1.86627
S: -1.52445 -3.34258 0.05504
P: -1.78870 0.75523 3.56560
N: -2.95553 1.60268 4.56009
O: -0.68193 1.96720 3.20273
H: 3.50418 2.49655 2.56516
H: 1.81254 2.98451 2.35946
H: 2.21334 1.27738 2.47737
H: 0.72002 2.47282 0.42416
H: 1.75266 2.50436 -0.97218
H: 2.33505 0.02160 -0.12316
H: 1.08247 0.39346 -1.33746
H: 0.44445 -1.23167 0.41067
H: 0.51950 0.04130 1.60114
H: -1.32631 -0.28495 -0.80025
H: -1.07468 1.32166 -0.14926
H: -3.83489 -0.99261 0.11405
H: -5.26436 -0.18288 2.92905
H: -4.05871 -1.04415 3.87541
H: -4.47122 -2.99424 2.01875
H: -5.82576 -2.00533 1.62018
H: -4.97136 1.71084 1.49648
H: -4.21471 1.68103 -0.06584
H: -4.39306 3.34942 2.83830
H: -1.54884 3.94381 1.20723
H: -0.39718 -2.39245 2.49488
H: -2.40777 -3.42143 2.64366
H: -3.88209 1.52014 4.16623
H: -2.67732 2.57342 4.64246
H: -0.65308 2.06828 2.23847
O: 2.90450 0.15305 -3.00287
C: 2.72495 1.02369 -3.80329
O: 1.88009 2.06249 -3.57787
C: 1.78656 2.88676 -4.74947
C: 3.05719 2.60205 -5.53801
C: 3.33222 1.13901 -5.18832
H: 0.88442 2.60656 -5.29812
H: 1.70256 3.92775 -4.44521
H: 2.95096 2.79170 -6.60496
H: 3.87097 3.22649 -5.16522
H: 2.81345 0.45250 -5.85778
H: 4.38659 0.90902 -5.16671
O: 5.38575 -1.04471 -5.28350
C: 5.77251 -1.81350 -4.45087
O: 6.96757 -2.45079 -4.54578
C: 7.11176 -3.38645 -3.46273
C: 6.16573 -2.89174 -2.37876
C: 5.04500 -2.25700 -3.19939
H: 6.84218 -4.38013 -3.82796
H: 8.15104 -3.40062 -3.14161
H: 5.83277 -3.68061 -1.70724
H: 6.65864 -2.12553 -1.77844
H: 4.27972 -2.98205 -3.47985
H: 4.58535 -1.40982 -2.70140

Summary:
Calculated total energy = -217013.7356 eV
Relative energy (zero: lowest compared OMol25 entry of this formula, charge and spin) = 0.00 kJ/mol
HOMO energy = -4.14 eV
Net charge = -1

=====

# 4
A cluster of 4 separate species, C11H20Cl4O6 in total, computed with ωB97M-V/def2-TZVPD.

Atoms and positions in Å:
C: 4.76663 -1.80439 -3.28858
C: 3.98987 -0.58124 -3.71673
O: 2.73595 -0.40938 -3.01926
C: 2.68455 0.56863 -2.13710
O: 3.59549 1.09156 -1.54682
O: 1.38411 0.85819 -1.91352
C: 1.10409 1.73540 -0.84023
H: 4.11917 -2.67905 -3.20799
H: 5.21328 -1.72601 -2.29387
H: 5.58757 -1.94463 -3.98991
H: 3.68182 -0.75096 -4.74824
H: 4.60439 0.31430 -3.68106
H: 1.43890 2.76104 -0.98151
H: 1.48816 1.33617 0.10269
H: 0.02221 1.70660 -0.69821
O: -3.36333 3.17866 1.15309
C: -4.00699 2.27815 1.56713
O: -3.51407 1.21598 2.25421
C: -4.62196 0.49832 2.81664
C: -5.75184 0.89942 1.85533
O: -5.34192 2.21388 1.49021
H: -4.45739 -0.57120 2.70194
H: -4.77112 0.80485 3.84899
H: -6.65320 1.02812 2.45754
H: -5.95728 0.16318 1.08311
Cl: -0.54825 -1.30539 -0.08800
C: -0.11872 -2.07018 -1.70775
C: 0.51281 -3.37723 -1.30502
Cl: 1.07559 -4.14717 -2.86707
H: 0.50476 -1.35098 -2.22369
H: -1.05158 -2.23905 -2.23596
H: -0.23130 -4.04591 -0.88837
H: 1.39063 -3.28045 -0.67884
Cl: 1.84863 2.24847 2.98629
C: 0.19310 1.91513 3.59553
C: -0.31560 0.59163 3.07579
Cl: 0.67786 -0.83203 3.49353
H: -0.42963 2.78546 3.39790
H: 0.24995 1.91701 4.68564
H: -0.43516 0.60654 1.99547
H: -1.30019 0.39859 3.49668

Summary:
Calculated total energy = -74106.4200 eV
Relative energy (zero: lowest compared OMol25 entry of this formula, charge and spin) = 0.00 kJ/mol
HOMO energy = -10.55 eV
Net charge = 0

=====

# 5
A cluster of 5 separate species, H12NO4 in total, computed with ωB97M-V/def2-TZVPD.

Atoms and positions in Å:
N: -0.61801 -0.37273 -0.86674
H: -1.52048 -0.32970 -0.34894
H: -0.25675 -1.32582 -0.77267
H: -0.70817 -0.10386 -1.84330
H: -0.00671 0.33445 -0.44703
H: 1.23384 1.80221 3.98140
H: 0.57082 1.50315 5.33647
O: 0.60940 1.16488 4.40627
H: 1.02208 -3.72738 -1.56175
H: 2.20120 -3.02825 -0.93464
O: 1.23219 -2.98103 -0.98393
H: -0.16306 1.56047 -3.28569
H: 0.32296 1.51489 -4.76854
O: 0.48052 1.15296 -3.87038
H: -0.90738 0.60993 2.38832
H: -2.14773 1.29851 1.98821
O: -1.34471 0.92733 1.58295

Summary:
Expectation value of S² = 0.7559
Calculated total energy = -9853.7152 eV
Relative energy (zero: lowest compared OMol25 entry of this formula, charge and spin) = 43.64 kJ/mol
HOMO energy (alpha / beta) = -18.24 / -17.46 eV
2S+1 = 2
Net charge = +2

=====

# 6
A structure of composition H5NOSSi, computed with ωB97M-V/def2-TZVPD.

Atoms and positions in Å:
N: -0.36959 -1.26331 0.52753
O: -0.57960 1.91597 0.40394
Si: 0.33878 -0.02484 -0.46523
S: 2.40651 0.27263 -0.22603
H: -1.37117 -1.00150 0.82884
H: 0.11872 -1.54971 1.37182
H: -1.44858 1.71491 0.22395
H: -0.26022 -0.18167 -1.70227
H: 2.10897 1.48760 0.41931

Summary:
Calculated total energy = -22331.7480 eV
Relative energy (zero: lowest compared OMol25 entry of this formula, charge and spin) = 238.91 kJ/mol
HOMO energy = -9.78 eV
Net charge = 0